[1]
Computed, not measured: one molecule with the formula C4H7FO in a non-equilibrium geometry, with wB97M-V/def2-TZVPD.

Each line ends with the Löwdin charge.
Geometry (Å):
1 H 0.222 3.001 0.319  0.14
2 C -0.663 -1.198 0.761  -0.08
3 H -1.629 -1.248 0.249  0.09
4 C 0.664 1.082 -0.599  -0.19
5 H -0.526 -0.287 1.373  0.08
6 H 0.255 -2.041 -0.881  0.12
7 H 1.342 -1.187 0.280  0.13
8 H -0.459 -2.072 1.375  0.08
9 C 0.379 -1.131 -0.312  -0.31
10 C -0.115 2.122 -0.330  -0.10
11 H 1.634 0.942 -0.195  0.11
12 O 0.277 -0.061 -1.199  -0.07
13 F -1.382 2.080 -0.842  0.00

Values from the calculation:
SMILES   CCO/C=C\F
Energy above the lowest of the compared OMol25 structures with the same formula, charge and spin   1.695 eV
Electronic energy   -331.6471 a.u.
HOMO level   -9.30 eV

---

[2]
Computed, not measured: a 2-piece molecular cluster, C4H7FO2 overall in a non-equilibrium geometry, with wB97M-V/def2-TZVPD.

Each line ends with the Löwdin charge.
Geometry (Å):
1 C 0.579 1.568 -0.981  -0.05
2 H 0.821 1.257 1.163  0.07
3 O -1.919 0.203 0.371  -0.01
4 H -0.456 1.787 -1.070  0.06
5 H 1.504 -2.489 0.224  0.16
6 C 0.934 -1.564 -0.244  -0.28
7 H 1.099 2.465 -1.054  0.05
8 H -1.513 -0.583 2.092  0.08
9 C -2.021 -0.708 1.140  -0.14
10 F 0.984 -1.625 -1.551  0.06
11 O 1.074 -0.494 0.444  -0.01
12 C 0.906 0.804 0.277  -0.14
13 H 0.723 0.935 -1.842  0.07
14 H -2.715 -1.555 1.031  0.08

Values from the calculation:
Energy above the lowest of the compared OMol25 structures with the same formula, charge and spin   5.479 eV
Electronic energy   -406.7636 a.u.
HOMO level   -6.85 eV

---

[3]
Computed, not measured: one molecule with the formula C4H7FO2 in a non-equilibrium geometry, with wB97M-V/def2-TZVPD.

Each line ends with the Löwdin charge.
Geometry (Å):
1 F 1.913 -1.269 -0.617  0.01
2 H 1.284 0.028 1.656  0.13
3 C 1.382 -0.009 -0.586  -0.22
4 O -2.107 -0.802 -0.444  -0.05
5 H -0.461 -1.787 0.396  0.12
6 H -1.223 -0.597 1.454  0.14
7 H -2.558 0.014 -0.109  0.12
8 H -1.006 0.750 -1.490  0.13
9 C -0.971 -0.838 0.392  -0.17
10 H 1.363 1.735 0.770  0.12
11 H 1.781 0.616 -1.387  0.16
12 C 1.176 0.667 0.759  0.01
13 C 0.025 0.236 -0.050  -0.51
14 O -0.598 1.257 -0.744  0.01

Values from the calculation:
SMILES   OC[C@@]1(O)C[C@H]1F
Energy above the lowest of the compared OMol25 structures with the same formula, charge and spin   1.908 eV
Electronic energy   -406.8949 a.u.
HOMO level   -9.74 eV

---

[4]
Computed, not measured: one molecule with the formula C4H7FO2 in a non-equilibrium geometry, with wB97M-V/def2-TZVPD.

Each line ends with the Löwdin charge.
Geometry (Å):
1 C 1.484 0.603 1.587  -0.11
2 C -0.575 0.252 -1.350  -0.26
3 H -2.472 0.146 -2.467  0.07
4 H -2.260 -0.690 -0.911  0.08
5 H 1.151 -0.724 -0.444  0.13
6 C 0.234 -0.388 -0.135  -0.34
7 F 0.149 1.073 -2.165  0.04
8 O -0.370 -1.510 0.433  0.04
9 H 1.154 0.820 2.603  0.08
10 O 0.419 0.761 0.693  -0.12
11 C -1.791 -0.005 -1.666  0.09
12 H 1.855 -0.427 1.611  0.09
13 H 2.271 1.420 1.436  0.11
14 H -1.248 -1.330 0.774  0.10

Values from the calculation:
SMILES   C=C(F)[C@H](O)OC
Energy above the lowest of the compared OMol25 structures with the same formula, charge and spin   2.168 eV
Electronic energy   -406.8853 a.u.
HOMO level   -10.16 eV

---

[5]
Computed, not measured: a 2-piece molecular cluster, C4H7FO2S overall in a non-equilibrium geometry, with wB97M-V/def2-TZVPD.

Each line ends with the Löwdin charge.
Geometry (Å):
1 O 0.740 0.408 1.461  -0.31
2 H 1.727 -2.036 -1.081  0.05
3 C -0.507 -0.044 -0.715  -0.05
4 C 1.502 -1.802 -0.079  -0.13
5 C -1.426 1.115 -0.537  -0.14
6 H -2.003 2.948 0.593  0.12
7 H -0.576 -0.869 -1.447  0.11
8 F -1.547 -1.498 0.996  -0.37
9 H 2.434 -2.070 0.437  0.08
10 H 0.615 -2.211 0.550  0.09
11 H -2.188 1.369 -1.312  0.12
12 H -0.506 1.927 1.194  0.05
13 C -1.268 2.065 0.440  0.10
14 O 1.973 0.752 -0.625  -0.31
15 S 1.031 -0.054 0.124  0.59

Values from the calculation:
Energy above the lowest of the compared OMol25 structures with the same formula, charge and spin   5.511 eV
Electronic energy   -804.9370 a.u.
HOMO level (spin up / spin down)   -9.64 / -11.15 eV

---

[6]
Computed, not measured: one molecule with the formula C4H7FOS in a non-equilibrium geometry, with wB97M-V/def2-TZVPD.

Each line ends with the Löwdin charge.
Geometry (Å):
1 C -1.587 -0.534 0.486  -0.14
2 O 1.075 1.998 0.058  0.01
3 C -0.200 -0.023 0.578  -0.24
4 C 0.661 -0.368 -0.611  -0.51
5 H 0.228 0.121 1.538  0.15
6 S 2.393 -0.811 -0.190  0.73
7 H 0.242 -0.859 -1.416  0.08
8 C 0.215 1.039 -0.341  -0.40
9 H -1.728 -1.599 0.787  0.13
10 H -2.256 -0.088 1.165  0.10
11 H 2.054 -1.996 0.420  -0.12
12 F -2.173 -0.368 -0.806  -0.07
13 H -0.624 1.347 -1.006  0.16
14 H 1.699 2.141 -0.662  0.11

Values from the calculation:
SMILES   O[C@H]1[C@@H](S)[C@@H]1CF
Energy above the lowest of the compared OMol25 structures with the same formula, charge and spin   1.165 eV
Electronic energy   -729.8404 a.u.
HOMO level   -9.06 eV

---

[7]
Computed, not measured: one molecule with the formula C4H7FS in a non-equilibrium geometry, with wB97M-V/def2-TZVPD.

Each line ends with the Löwdin charge.
Geometry (Å):
1 C 0.274 0.806 0.561  -0.32
2 S -2.452 0.116 -0.027  0.75
3 H 1.762 -0.697 0.935  0.12
4 C 1.345 -0.202 0.027  -0.09
5 H -0.050 -0.473 -1.522  0.11
6 H 0.087 -2.083 -0.727  0.12
7 H 2.130 0.216 -0.650  0.12
8 H -0.781 -0.819 1.321  0.09
9 C 0.156 -0.984 -0.568  -0.20
10 H 0.464 1.439 1.377  0.13
11 F 0.025 1.684 -0.472  -0.05
12 C -0.726 -0.299 0.411  -0.65
13 H -2.234 1.296 -0.667  -0.13

Values from the calculation:
SMILES   F[C@@H]1CC[C@@H]1S
Energy above the lowest of the compared OMol25 structures with the same formula, charge and spin   1.307 eV
Electronic energy   -654.6169 a.u.
HOMO level   -9.11 eV

---

[8]
Computed, not measured: a 3-piece molecular cluster, C4H7I2N overall, with wB97M-V/def2-TZVPD.

Each line ends with the Löwdin charge.
Geometry (Å):
1 C 0.857 -0.877 -0.387  -0.17
2 C -0.360 2.336 0.064  -0.06
3 H 0.671 0.196 -0.464  0.02
4 H 1.798 -1.028 0.137  0.08
5 H 0.946 -1.272 -1.398  0.07
6 C -0.151 -2.114 1.534  -0.08
7 I -2.139 -1.462 -0.631  0.79
8 H 0.902 3.076 -1.156  -0.49
9 H 0.799 -2.149 2.042  0.07
10 H -0.983 -2.569 2.042  0.04
11 H -2.436 1.764 0.118  0.06
12 C -0.248 -1.540 0.352  -0.82
13 I 1.824 3.593 -2.352  0.38
14 N -1.479 2.047 0.099  0.11

Values from the calculation:
Energy above the lowest of the compared OMol25 structures with the same formula, charge and spin   0.855 eV
Electronic energy   -806.6750 a.u.
HOMO level   -9.42 eV

---

[9]
Computed, not measured: a 2-piece molecular cluster, C4H7IN2 overall in a non-equilibrium geometry, with wB97M-V/def2-TZVPD.

Each line ends with the Löwdin charge.
Geometry (Å):
1 H 3.232 1.446 -0.608  0.09
2 I -1.501 1.429 -1.921  0.76
3 H 0.911 -0.659 2.003  0.06
4 H 1.779 2.407 -1.160  0.04
5 H 0.787 -2.343 1.123  0.09
6 N 1.319 0.589 -0.285  -0.13
7 H -2.481 -1.153 0.979  0.01
8 H -3.300 -0.447 -1.042  0.01
9 C 2.078 1.485 -0.673  -0.07
10 C -2.381 -0.071 -0.679  -0.65
11 H -0.957 -0.333 0.721  0.00
12 C -1.987 -0.488 0.461  -0.11
13 C 1.110 -1.238 1.091  -0.07
14 N 1.392 -0.623 -0.009  -0.06

Values from the calculation:
SMILES   C=NN=C.C=CI
Energy above the lowest of the compared OMol25 structures with the same formula, charge and spin   4.330 eV
Electronic energy   -563.6536 a.u.
HOMO level   -8.78 eV

---

[10]
Computed, not measured: an isolated ion of composition C4H7INO and charge +1 in a non-equilibrium geometry, with wB97M-V/def2-TZVPD.

Each line ends with the Löwdin charge.
Geometry (Å):
1 C 0.249 1.508 0.394  -0.46
2 H 0.583 2.879 -0.696  0.15
3 H -0.693 -1.535 -0.595  0.16
4 N -0.204 0.966 1.434  -0.12
5 H 0.836 -1.371 0.322  0.10
6 O 0.509 2.766 0.254  0.17
7 H 0.010 -0.755 2.193  0.11
8 H 1.328 0.394 -0.972  0.14
9 I -0.557 2.328 3.481  0.78
10 H -0.346 0.918 -1.562  0.16
11 C -0.598 -0.409 1.385  -0.20
12 H -1.610 -0.801 1.535  0.14
13 C -0.035 -0.854 0.049  -0.10
14 C 0.273 0.505 -0.711  -0.03

Values from the calculation:
Net charge   +1
SMILES   OC1=[N+](I)CCC1
Energy above the lowest of the compared OMol25 structures with the same formula, charge and spin   1.140 eV
Electronic energy   -583.9779 a.u.
HOMO level   -14.57 eV

---

[11]
Computed, not measured: one molecule with the formula C4H7N in a non-equilibrium geometry, with wB97M-V/def2-TZVPD.

Each line ends with the Löwdin charge.
Geometry (Å):
1 H 1.434 2.110 0.081  0.06
2 H -0.739 -1.553 -1.346  0.08
3 H -1.490 1.301 -0.342  0.08
4 H -1.098 1.443 1.354  0.08
5 C 0.322 0.298 0.148  -0.43
6 H 2.377 0.608 -0.291  0.06
7 C -1.055 0.759 0.503  -0.06
8 C -0.095 -1.914 -0.538  -0.04
9 H -1.798 0.002 0.761  0.07
10 N 0.549 -1.116 0.199  0.01
11 H 0.176 -2.967 -0.490  0.07
12 C 1.417 1.030 -0.038  0.03

Values from the calculation:
SMILES   C=NC(=C)C
Energy above the lowest of the compared OMol25 structures with the same formula, charge and spin   1.487 eV
Electronic energy   -211.3060 a.u.
HOMO level   -8.71 eV

---

[12]
Computed, not measured: C4H7N as an isolated structure in a non-equilibrium geometry, with wB97M-V/def2-TZVPD.

Each line ends with the Löwdin charge.
Geometry (Å):
1 H 0.277 1.588 -0.712  0.07
2 H 1.914 1.226 -0.520  0.05
3 C -0.593 -0.741 1.033  -0.06
4 C 0.980 1.113 -0.019  -0.06
5 N -1.670 -0.587 -1.263  0.13
6 H -0.522 -1.597 1.556  0.06
7 H 0.882 1.426 1.052  0.09
8 H 1.533 -1.261 -0.180  0.23
9 H -1.448 -0.177 -2.224  0.08
10 H -1.137 0.042 1.588  0.13
11 C -0.762 -0.651 -0.375  -0.45
12 C 0.546 -0.382 0.064  -0.27

Values from the calculation:
Energy above the lowest of the compared OMol25 structures with the same formula, charge and spin   3.145 eV
Electronic energy   -211.2451 a.u.
HOMO level   -9.11 eV

---

[13]
Computed, not measured: one molecule with the formula C4H7N in a non-equilibrium geometry, with wB97M-V/def2-TZVPD.

Each line ends with the Löwdin charge.
Geometry (Å):
1 C 2.482 0.075 -0.803  0.03
2 H -2.066 1.286 1.794  0.09
3 H -3.188 0.095 0.900  0.03
4 H 2.609 1.076 -0.804  -0.02
5 C -0.116 -0.225 0.405  -0.16
6 H 0.791 -1.446 -0.948  0.08
7 C -2.252 0.606 0.865  0.03
8 N -1.367 -0.138 0.070  -0.05
9 H 1.094 0.244 -1.442  0.07
10 C 1.033 -0.449 -0.650  -0.26
11 H 0.317 0.248 1.287  0.09
12 H 3.136 -0.579 -0.174  0.06

Values from the calculation:
Energy above the lowest of the compared OMol25 structures with the same formula, charge and spin   8.301 eV
Electronic energy   -211.0556 a.u.
HOMO level   -6.81 eV

---

[14]
Computed, not measured: C4H7N as an isolated structure in a non-equilibrium geometry, with wB97M-V/def2-TZVPD.

Each line ends with the Löwdin charge.
Geometry (Å):
1 H -2.679 -0.022 -0.905  0.11
2 C 1.469 -0.730 0.174  -0.07
3 H 1.623 -1.810 0.444  0.09
4 C -1.627 -0.010 -0.538  -0.19
5 N -1.072 -1.026 -0.046  0.08
6 C -0.569 1.009 -0.287  -0.13
7 H -0.077 0.026 1.581  0.17
8 H -0.816 1.863 0.368  0.10
9 H -0.163 1.531 -1.206  0.12
10 C 0.058 -0.241 0.397  -0.44
11 H 1.766 -0.671 -0.791  0.02
12 H 2.087 0.082 0.809  0.13

Values from the calculation:
Energy above the lowest of the compared OMol25 structures with the same formula, charge and spin   2.186 eV
Electronic energy   -211.2803 a.u.
HOMO level   -9.91 eV

---

[15]
Computed, not measured: C4H7N as an isolated structure, with wB97M-V/def2-TZVPD.

Each line ends with the Löwdin charge.
Geometry (Å):
1 N -0.133 0.454 0.321  0.07
2 C 0.138 -0.440 -0.634  -0.24
3 H -3.277 1.119 0.873  -0.02
4 H 1.961 0.158 1.212  0.06
5 C 1.854 0.088 0.135  0.05
6 C -2.758 0.437 0.237  -0.15
7 H 0.054 -1.513 -0.507  0.09
8 H 2.167 0.978 -0.392  0.06
9 H -0.366 -0.033 1.190  0.09
10 H 2.297 -0.835 -0.238  0.07
11 H 0.275 -0.071 -1.642  0.10
12 C -2.211 -0.343 -0.556  -0.18

Values from the calculation:
Energy above the lowest of the compared OMol25 structures with the same formula, charge and spin   8.153 eV
Electronic energy   -211.0611 a.u.
HOMO level (spin up / spin down)   -8.18 / -8.18 eV

---

[16]
Computed, not measured: one molecule with the formula C4H7N in a non-equilibrium geometry, with wB97M-V/def2-TZVPD.

Each line ends with the Löwdin charge.
Geometry (Å):
1 C -0.123 0.268 1.329  -0.07
2 H -0.717 1.176 1.476  0.08
3 H -0.449 -0.253 -2.112  0.08
4 H 0.710 0.283 2.036  0.08
5 C 1.446 -0.773 -0.305  -0.21
6 C 0.361 0.207 -0.127  -0.42
7 N 2.350 -1.477 -0.467  0.14
8 H -0.759 -0.593 1.562  0.08
9 C -0.802 -0.045 -1.098  -0.07
10 H -1.445 0.840 -1.132  0.08
11 H -1.409 -0.893 -0.764  0.08
12 H 0.829 1.166 -0.382  0.14

Values from the calculation:
SMILES   CC(C)C#N
Energy above the lowest of the compared OMol25 structures with the same formula, charge and spin   0.037 eV
Electronic energy   -211.3593 a.u.
HOMO level   -11.51 eV

---

[17]
Computed, not measured: one molecule with the formula C4H7N in a non-equilibrium geometry, with wB97M-V/def2-TZVPD.

Each line ends with the Löwdin charge.
Geometry (Å):
1 C 0.216 -0.521 -0.235  -0.32
2 H -0.649 0.613 1.281  0.10
3 H -0.075 2.931 0.163  0.10
4 C -0.525 -1.717 -0.249  -0.17
5 N -0.408 0.665 0.310  -0.14
6 H 1.330 1.964 0.644  0.09
7 H 1.203 -0.754 0.377  0.15
8 H 0.603 -0.315 -1.299  0.14
9 C 0.374 1.860 -0.010  -0.17
10 C -1.069 -2.783 -0.069  0.11
11 H 0.606 1.750 -1.103  0.07
12 H -1.605 -3.693 0.190  0.04

Values from the calculation:
SMILES   C#CCNC
Energy above the lowest of the compared OMol25 structures with the same formula, charge and spin   2.856 eV
Electronic energy   -211.2557 a.u.
HOMO level   -8.86 eV

---

[18]
Computed, not measured: an isolated ion of composition C4H7N and charge +1 in a non-equilibrium geometry, with wB97M-V/def2-TZVPD.

Each line ends with the Mulliken spin population.
Geometry (Å):
1 H 1.268 -0.895 -0.454  0.01
2 H -0.606 -0.969 3.410  0.01
3 C -0.584 -0.096 0.220  0.20
4 N -0.488 -0.835 1.340  0.33
5 H 0.606 1.541 -1.888  0.03
6 C -0.447 -0.374 2.514  0.00
7 H -0.316 0.680 2.759  0.02
8 H -0.323 0.108 -2.587  0.04
9 H -1.509 0.405 -0.045  0.01
10 H 1.426 0.218 -2.567  0.00
11 C 0.442 -0.237 -0.701  0.35
12 C 0.530 0.454 -2.000  0.00

Values from the calculation:
Net charge   +1
Energy above the lowest of the compared OMol25 structures with the same formula, charge and spin   1.420 eV
Spin multiplicity   2
Electronic energy   -211.0034 a.u.
HOMO level (spin up / spin down)   -15.09 / -16.88 eV